Density functional theory data (ωB97M-V/def2-TZVPD) for C39H43ClP2RuSi2 as an isolated structure.

Each line ends with the Mulliken spin population.
Cartesian coordinates (Å):
Ru  0.82322  -0.04123  1.31305  1.616
Cl  -0.82104  -0.26385  -0.73742  0.031
P  -0.47600  -6.53752  1.35055  0.455
P  -1.29651  -5.21069  -0.24872  0.402
Si  1.11771  4.23573  -0.47470  0.260
Si  -0.36886  1.82585  -1.00700  0.041
C  -2.75467  -6.10560  0.34538  0.006
C  -0.47662  1.61677  1.87308  0.265
C  0.12792  -5.75238  2.82745  -0.015
C  2.89006  1.18385  -4.37748  0.015
C  1.03571  1.56282  -2.27961  -0.031
C  2.38340  1.26060  -2.00318  0.041
C  -0.93601  5.46824  -4.03644  -0.019
C  0.62774  1.60513  -3.61692  0.078
C  -4.48434  -7.31063  2.14991  0.005
C  1.42697  -1.76532  2.66031  0.176
C  1.41369  5.42017  -4.52794  -0.010
C  -0.23127  1.98115  3.22764  0.107
C  -0.89932  -5.51347  -1.97125  0.031
C  3.30525  1.10509  -3.04893  -0.015
C  1.54105  1.42157  -4.65917  -0.003
C  0.50918  -7.90560  0.76975  0.008
C  0.46753  1.93285  0.80487  -0.198
C  -1.56181  -3.47758  0.11525  0.085
C  -0.66532  5.07755  -2.71589  0.040
C  -1.55165  7.06360  2.12192  0.001
C  2.65577  -1.20341  0.76290  0.102
C  1.68128  5.01943  -3.21276  0.066
C  1.66814  2.66370  1.21488  0.056
C  -0.34518  7.49322  1.55763  0.008
C  -2.24575  -6.90426  1.40255  0.008
C  -4.12083  -5.88892  0.20100  -0.028
C  1.84558  3.01170  2.58234  0.055
C  0.10625  5.64218  -4.95611  0.033
C  2.07081  -0.49203  2.91767  -0.039
C  2.85985  -0.16164  1.74136  0.018
C  -0.01842  5.31219  0.54196  0.080
C  -2.00508  5.76381  1.86658  0.004
C  0.91675  2.68334  3.55425  0.065
C  0.64864  4.82304  -2.28380  0.059
C  0.41800  6.62755  0.76722  0.015
C  -3.10404  -7.51708  2.30885  -0.065
C  -1.25586  4.89711  1.06016  0.015
C  -4.97985  -6.51029  1.12505  0.002
C  1.78834  -2.19611  1.33079  -0.037
H  0.19417  -5.46003  -2.10539  0.017
H  -1.96454  5.64366  -4.36103  0.000
H  1.46257  -3.11065  0.83795  -0.001
H  -4.49786  -5.25158  -0.59926  0.007
H  2.52818  4.59392  -0.35441  0.042
H  2.71538  4.83569  -2.91111  0.002
H  2.71434  3.61454  2.84701  -0.001
H  -0.41840  1.80581  -3.85406  0.001
H  -1.51353  1.38605  1.61801  -0.013
H  0.87196  -4.99490  2.55174  0.022
H  1.26847  -8.12328  1.53174  0.002
H  1.00041  -7.62919  -0.17253  0.016
H  -2.70075  -8.13273  3.11014  0.007
H  -0.12849  -8.78794  0.61817  0.005
H  -1.01241  1.77386  3.96013  0.001
H  1.18994  1.46880  -5.68991  0.000
H  3.60148  1.05031  -5.18820  0.001
H  3.56854  0.66110  1.66970  0.006
H  0.59812  -6.53063  3.45171  0.017
H  -1.64922  3.89061  0.85130  0.003
H  2.60186  2.62318  0.61848  0.027
H  -1.50654  4.94701  -2.03021  0.004
H  -1.38147  -4.73715  -2.58633  0.014
H  2.73316  1.15568  -0.97353  0.002
H  2.23811  5.56224  -5.23042  0.000
H  0.76794  -2.30181  3.35198  0.020
H  0.01358  8.50759  1.73777  0.000
H  -0.69155  -5.28620  3.38800  -0.004
H  1.36567  6.96468  0.32786  0.000
H  4.36157  0.91990  -2.82073  0.000
H  -2.13689  7.74115  2.74957  0.000
H  -0.10310  5.96027  -5.98034  0.002
H  -2.06735  -3.34733  1.08281  -0.009
H  2.05500  0.05732  3.85382  -0.004
H  -1.76906  2.00309  -1.35486  0.023
H  -5.16728  -7.77602  2.85606  0.000
H  -0.59172  -2.96082  0.14169  -0.026
H  -6.05226  -6.35264  1.02680  0.000
H  -2.94043  5.42060  2.30333  0.000
H  1.06643  3.03663  4.57752  -0.004
H  -1.27247  -6.50651  -2.26775  -0.007
H  -2.18347  -3.04956  -0.68239  0.035
H  3.10153  -1.22534  -0.23789  0.007

Values from the calculation:
**HOMO-LUMO gap (alpha / beta)**: 4.39 / 5.95 eV
**E_LUMO (alpha / beta)**: -5.50 / -6.68 eV
**E_HOMO (alpha / beta)**: -9.8948 / -12.6341 eV
**Charge**: +2
**Spin multiplicity**: 5


Density functional theory data (ωB97M-V/def2-TZVPD) for C39H43N8O4PbS2Se as an isolated structure.

Each line ends with the Mulliken charge.
Cartesian coordinates (Å):
Pb  1.62886  -1.51980  -1.13144  0.872
Se  2.43832  -4.83849  2.35824  0.298
S  0.53257  1.79123  -1.66691  1.319
S  4.78967  -1.69442  1.53724  -0.342
O  -3.44784  -0.23554  3.30540  -0.235
O  -0.68840  -2.51357  2.28785  0.309
O  1.84539  1.04424  -1.60790  -0.573
O  -3.58387  -0.21666  -2.79983  -0.365
N  0.39293  -3.80880  -0.68893  0.126
N  0.07013  -0.73467  0.40270  1.792
N  1.18768  -6.05453  2.02272  -0.846
N  5.01509  0.11728  -0.45200  0.316
N  -1.83240  -0.51719  -0.95955  0.232
N  5.32569  -1.95629  -1.07888  -0.035
N  1.97459  -3.79461  1.01304  -0.197
N  -1.91100  0.15559  1.22925  0.384
C  -1.38243  -0.82443  -2.26063  0.415
C  -4.01198  0.51464  2.31816  0.543
C  1.27843  5.81773  0.31547  0.954
C  0.74959  -1.49796  3.97299  -0.475
C  5.05662  -1.15251  -0.01285  -0.112
C  -0.15884  3.92805  -0.13639  -0.307
C  4.73121  1.27664  0.34934  -0.915
C  0.16212  -1.49476  -3.94531  -1.226
C  -5.74120  1.84585  1.31519  -0.935
C  -3.65974  1.53252  0.16212  0.621
C  -3.19737  0.72644  1.18969  0.064
C  2.05842  4.00931  -1.08870  -0.806
C  -0.56006  -6.29976  0.31134  -0.626
C  0.59133  -0.63230  1.72439  -0.871
C  2.26975  5.22780  -0.46755  -0.975
C  -1.18177  -0.38797  0.21323  -1.131
C  -4.93799  2.07825  0.21724  -1.648
C  -0.58552  -4.44767  -1.25005  -0.380
C  -4.64095  -0.08839  -3.73711  -1.088
C  0.52703  -5.63406  0.95931  0.598
C  -4.17748  -0.37787  4.51495  -1.060
C  -5.27669  1.07401  2.37577  -0.478
C  2.05817  0.41778  3.32025  -0.869
C  5.73112  -1.19745  -2.25220  -0.644
C  -2.37048  -0.65132  -3.25476  0.922
C  -0.10656  -1.24468  -2.59169  0.089
C  -2.07800  -0.90933  -4.58045  -0.371
C  0.37009  2.28826  -3.37739  -1.184
C  0.83713  3.37099  -0.92401  -0.006
C  1.51328  7.13466  0.99520  -1.456
C  1.67184  -0.50136  4.27692  -1.155
C  0.06444  5.15345  0.46964  -0.844
C  0.21258  -1.57291  2.69620  0.472
C  1.51331  0.34640  2.04546  -0.078
C  0.96547  -4.38471  0.41333  0.538
C  5.29042  0.22822  -1.87459  -0.144
C  -1.23899  -3.36345  3.27822  -1.130
C  -1.09789  -5.70464  -0.78086  -0.843
C  -0.79814  -1.33613  -4.92629  -1.245
H  1.27396  2.81067  -3.68682  0.417
H  4.53871  0.94605  1.36737  0.165
H  -1.91792  -6.15802  -1.31830  0.437
H  -5.28759  2.69802  -0.59667  0.482
H  5.22408  -1.55468  -3.14875  0.305
H  2.09008  -0.45692  5.27293  0.438
H  -0.47765  -4.02146  3.70761  0.393
H  0.22582  1.37780  -3.95728  0.263
H  2.47681  7.55792  0.71882  0.353
H  -1.03367  -3.97747  -2.11968  0.413
H  -3.53833  -0.94326  5.18740  0.218
H  -1.55509  -0.01438  2.15823  0.143
H  -4.39603  0.59673  4.95628  0.435
H  6.07750  0.96403  -2.05314  0.402
H  -0.71095  5.59503  1.08287  0.446
H  -6.73319  2.27190  1.36521  0.412
H  1.49353  7.01913  2.07954  0.329
H  -0.56701  -1.53804  -5.96376  0.387
H  -2.83014  -0.78157  -5.34443  0.463
H  -5.90748  0.91269  3.23687  0.443
H  -5.51045  0.22550  -3.16653  0.253
H  -0.49882  2.93868  -3.46334  0.413
H  2.83589  3.54594  -1.68315  0.427
H  5.58553  1.95862  0.34929  0.321
H  0.46345  -2.21177  4.73154  0.546
H  4.38895  0.54394  -2.40843  -0.068
H  -3.02066  1.74988  -0.68340  0.569
H  -5.10749  -0.92580  4.34841  0.414
H  1.15458  -1.81989  -4.24264  0.465
H  -1.70917  -2.78160  4.07472  0.259
H  0.73694  7.85265  0.72926  0.356
H  -1.99225  -3.96395  2.77483  0.198
H  5.64734  -2.88983  -0.89135  0.252
H  1.80620  1.05112  1.27592  0.449
H  -1.09691  3.40593  0.00794  0.412
H  -4.84745  -1.04332  -4.22491  0.398
H  2.78842  1.17839  3.55632  0.434
H  -0.91880  -7.24535  0.69347  0.494
H  -4.40496  0.66654  -4.49055  0.395
H  3.85678  1.79923  -0.04461  0.230
H  3.21961  5.73283  -0.58913  0.324
H  6.80974  -1.25877  -2.41662  0.335
H  -2.81954  -0.30427  -0.92591  0.514

Values from the calculation:
**HOMO-LUMO gap**: 6.66 eV
**E_LUMO**: -3.21 eV
**E_HOMO**: -9.8764 eV
**Charge**: +1


Density functional theory data (ωB97M-V/def2-TZVPD) for C39H44AsNO3PRuS6Se as an isolated structure.

Each line ends with the Mulliken spin population.
Cartesian coordinates (Å):
Ru  0.68209  0.88104  0.59191  0.095
Se  1.42951  0.23820  3.00649  0.006
As  0.56062  3.65205  2.39832  0.002
S  -0.94201  5.02216  2.98217  0.002
S  0.56940  3.20086  0.25072  -0.011
S  -0.32922  1.50710  2.79631  0.018
S  2.44360  3.82727  3.27785  0.001
S  -3.62209  -0.77717  -0.37492  0.000
S  -0.64348  -2.16244  1.36853  -0.008
P  2.79177  0.31810  -0.00044  0.009
O  -2.05311  -2.68781  1.32231  0.000
O  -2.46776  0.07536  0.00488  -0.018
O  -1.01603  1.33029  -1.80258  0.037
N  0.29808  0.88946  -1.43306  0.269
C  5.96101  3.31892  1.58159  -0.001
C  -4.84601  1.04936  -2.23685  0.000
C  4.05170  -3.10488  2.04846  0.000
C  3.30662  0.45602  -1.71446  0.166
C  3.62519  -1.81539  1.76920  0.007
C  -6.94043  2.20677  -2.57596  0.000
C  3.75919  -2.27400  -0.56850  0.020
C  -4.89091  3.45042  -2.41872  0.001
C  -5.57189  2.24395  0.70249  0.001
C  4.03503  2.75736  0.25869  0.005
C  2.86738  0.75738  -4.09411  -0.005
C  0.32344  -5.34350  3.85253  0.000
C  5.13327  0.43248  -3.33207  0.181
C  0.20040  -2.80511  -0.09858  -0.014
C  -4.85205  1.16609  1.20436  0.001
C  -5.32075  3.52969  1.16155  0.000
C  0.21304  -3.17659  2.60166  0.000
C  4.66908  0.36186  -2.03929  -0.099
C  -0.28648  -4.60899  2.66331  0.001
C  4.17243  -3.57128  -0.29428  -0.010
C  -6.27026  3.42255  -2.57753  0.000
C  -4.34148  3.74887  2.11728  0.001
C  -4.08731  -0.22626  -2.06219  -0.005
C  0.13132  -2.98170  -2.59656  0.006
C  4.32499  -3.99296  1.01668  0.000
C  -5.03728  -0.21666  0.65976  -0.001
C  5.04246  1.09665  1.65434  0.004
C  -6.22909  1.02849  -2.40756  0.001
C  4.98087  3.67906  0.66814  -0.001
C  -0.61498  -2.52055  -1.34957  -0.024
C  0.99588  0.92783  -2.56517  0.163
C  -3.89233  1.39036  2.18971  0.000
C  2.36043  0.69663  -2.75593  0.084
C  4.05704  1.44866  0.74099  0.014
C  5.98334  2.02692  2.07962  0.001
C  4.19228  0.62467  -4.37674  -0.009
C  3.48515  -1.36196  0.45416  -0.028
C  -4.17820  2.27335  -2.25405  0.003
C  -3.63588  2.67408  2.64093  0.000
H  1.04659  -2.40017  -2.73119  0.002
H  5.10284  0.09166  2.04573  0.000
H  0.42310  -3.86931  0.01861  0.001
H  4.65377  -5.00256  1.23508  0.000
H  -0.04550  -6.36988  3.91952  0.000
H  1.13944  -2.25021  -0.13504  0.018
H  3.40758  -1.15275  2.59437  0.002
H  -1.50272  1.24619  -0.96643  0.010
H  4.53021  0.68127  -5.40639  0.003
H  -5.03689  -0.96652  1.45218  0.000
H  0.04597  -2.65642  3.54704  -0.003
H  4.37285  -4.25135  -1.11419  0.001
H  3.25694  3.05909  -0.43018  0.014
H  -3.09727  -0.16610  -2.52167  0.001
H  -3.30745  0.56004  2.56743  -0.002
H  2.15491  0.92655  -4.89573  -0.001
H  -6.32431  2.08376  -0.06032  0.000
H  6.72885  1.73574  2.81115  0.000
H  -8.01649  2.17539  -2.69956  0.000
H  6.19279  0.35847  -3.54283  0.018
H  -4.36026  4.39405  -2.41902  0.000
H  -3.10196  2.30206  -2.13062  0.002
H  1.41288  -5.38426  3.77786  0.000
H  0.40791  -4.03842  -2.52987  0.000
H  3.64239  -1.96202  -1.59803  0.012
H  4.15933  -3.41633  3.08114  -0.001
H  -5.95032  -0.31432  0.06885  0.000
H  0.41243  1.19266  -3.43967  0.033
H  5.38288  0.22826  -1.23209  0.011
H  -0.78331  -1.44167  -1.41330  0.015
H  0.07679  -4.83826  4.78892  0.000
H  6.69362  4.04557  1.91366  0.000
H  4.92971  4.69412  0.29407  0.000
H  -5.87496  4.36342  0.74524  0.000
H  -0.47633  -2.84786  -3.49419  -0.002
H  -1.58947  -3.00655  -1.26308  -0.001
H  -0.04091  -5.14115  1.74050  0.000
H  -1.37514  -4.59563  2.73233  0.000
H  -4.08835  4.75041  2.43983  0.000
H  -4.62981  -1.06845  -2.49978  0.000
H  -2.85530  2.85668  3.36745  0.000
H  -6.75120  0.07703  -2.41818  0.000
H  1.27837  -3.11144  2.37007  0.002
H  -6.82180  4.34614  -2.70547  0.000

Values from the calculation:
**HOMO-LUMO gap (alpha / beta)**: 3.83 / 4.82 eV
**E_LUMO (alpha / beta)**: 3.68 / 3.68 eV
**E_HOMO (alpha / beta)**: -0.1536 / -1.1426 eV
**Charge**: -2
**Spin multiplicity**: 2